ORCA calculation (wB97M-V/def2-TZVPD) on C13H26I2NOP2Rh as an isolated structure at a distorted geometry.

XYZ file:
```
46
Properties=species:S:1:pos:R:3:mulliken_spin:R:1
I 1.7023 1.8753 -0.8516 0.093
I -1.7556 -1.5346 1.0732 0.634
Rh 0.0491 -0.0143 -0.0369 1.022
P 0.0548 0.8272 2.2636 0.019
C 1.4379 0.1497 3.2453 0.005
C 0.2877 2.6350 2.3555 0.017
H 0.1308 2.9480 3.3983 0.003
H -1.2671 1.1995 4.2793 0.003
H -0.4550 3.1178 1.7105 0.000
H -2.2977 0.8913 2.8478 -0.002
H 2.3914 0.4218 2.7751 0.001
H 1.2951 2.9027 2.0170 0.000
C -1.3912 0.5859 3.3785 0.028
H 1.3917 0.5639 4.2605 0.002
H -1.4757 -0.4731 3.6489 -0.005
H 1.3516 -0.9436 3.2893 -0.003
P -0.4161 -0.4432 -2.3661 -0.042
C 0.6793 -1.4020 -3.4787 -0.003
C -2.0661 -1.1928 -2.5705 0.028
H -1.1259 1.8412 -2.8751 -0.001
H -0.9421 0.8469 -4.3623 0.001
H 0.5039 1.4907 -3.5155 0.002
C -0.5095 1.0913 -3.3803 -0.002
H -2.8035 -0.6001 -2.0186 -0.002
H -2.3400 -1.2199 -3.6341 0.001
H 0.3665 -1.2080 -4.5162 0.001
H 0.6194 -2.4777 -3.2862 0.016
H -2.0650 -2.2111 -2.1681 -0.001
H 1.7089 -1.0511 -3.3389 0.001
C 1.5646 -0.9597 0.4669 0.129
O 2.5877 -1.3023 0.9078 0.022
C 2.8926 -3.1303 -1.5103 0.041
C 1.6578 -3.9290 -1.2809 0.323
C 1.4268 -5.1812 -1.9579 0.385
C 0.0589 -5.4654 -1.8086 0.410
C -0.4520 -4.4902 -0.8875 0.311
C -1.7950 -4.5624 -0.2939 0.093
N 0.5228 -3.5714 -0.5947 0.373
H 3.7270 -3.5419 -0.9231 0.032
H 2.7943 -2.0849 -1.1988 -0.013
H 3.2002 -3.1283 -2.5764 0.012
H 2.2186 -5.7626 -2.4311 0.000
H -0.5732 -6.1646 -2.3458 0.006
H -2.4462 -5.1413 -0.9575 0.008
H -2.2630 -3.5736 -0.1808 0.015
H -1.7523 -5.0191 0.7027 0.035
```

The HOMO-LUMO gap (alpha / beta) is 6.96 / 3.36 eV. Its total charge is +2. The value obtained for the total energy is -55210.627 eV. The calculation puts the molecular weight at 631.0 g mol⁻¹. As for the expectation value of S²: 6.0163. As for the energy above the lowest of the compared OMol25 structures with the same formula, charge and spin: 0.00 kcal/mol. The spin multiplicity is 5.

=====

ORCA calculation (wB97M-V/def2-TZVPD) on C13H26LaN6O6 as an isolated structure at a distorted geometry.

XYZ file:
```
52
Properties=species:S:1:pos:R:3:mulliken_charge:R:1
O -1.3138 -3.4999 -3.3209 -0.488
H -1.2902 -4.2382 -3.9502 0.293
La 0.0351 -0.8361 -0.1203 1.414
N -0.7362 -1.0429 2.1649 0.454
N -2.2017 -1.6406 0.2844 0.008
N 2.3455 -0.0076 0.2779 0.449
N 1.3987 -0.6335 -2.0829 -0.026
O 0.1963 -0.5691 2.9536 -0.698
O 2.8263 0.4456 1.5436 -0.520
O 0.7239 -0.4952 -3.3281 -0.418
O -2.3426 -1.0474 -0.8824 -0.674
C -2.8997 -1.1923 1.3826 0.140
C -2.0628 -0.9520 2.5184 0.415
C 3.1290 0.3363 -0.7533 0.501
C 2.5467 0.0758 -2.0624 0.325
C -2.5478 -0.6006 3.8846 -1.197
H -2.1773 0.3926 4.1801 0.246
H -2.2128 -1.3294 4.6403 0.311
H -3.6471 -0.5851 3.9116 0.323
C -4.3590 -0.9578 1.2716 -1.395
H -4.8589 -1.7616 0.7149 0.323
H -4.5331 -0.0320 0.7030 0.258
H -4.8438 -0.8886 2.2488 0.418
C 4.3891 1.1341 -0.6045 -1.615
C 3.0436 0.7179 -3.3045 -1.427
H 4.8457 0.9723 0.3774 0.429
H 4.1670 2.2072 -0.7246 0.366
H 5.1235 0.8859 -1.3827 0.422
H 2.1819 0.8221 -3.9638 0.455
H 3.7904 0.1183 -3.8413 0.326
H 3.4919 1.6965 -3.0964 0.386
H 2.1317 0.1863 2.1934 0.323
H -0.0477 -1.0952 -3.3509 0.338
C -0.6559 -3.9419 -2.1146 -0.127
H -1.2474 -3.6024 -1.2432 0.050
H 0.3406 -3.4522 -2.0751 0.005
H -0.5301 -5.0488 -2.0676 0.396
O 1.4545 -2.7693 1.1535 -0.507
H 2.4305 -2.7147 1.1767 0.273
H 1.1341 -2.8878 2.0728 0.305
C -0.1711 2.7992 2.1932 -0.719
C -0.4684 2.8931 0.7495 0.190
N -0.4248 1.9321 -0.1686 0.183
C -0.7820 2.5245 -1.3893 -0.388
C -1.0624 3.8466 -1.1733 -0.688
N -0.8522 4.0548 0.1821 -0.035
H 0.8468 2.4347 2.3561 0.142
H -0.2788 3.7882 2.6443 0.427
H -0.8564 2.0974 2.6785 0.004
H -0.8094 1.9255 -2.2988 0.414
H -1.3891 4.6190 -1.8511 0.412
H -0.9707 4.9162 0.6929 0.195
```

The HOMO-LUMO gap (alpha / beta) is 4.80 / 5.15 eV. Its total charge is +1. The value obtained for the total energy is -35977.717 eV. The calculation puts the molecular weight at 501.3 g mol⁻¹. The spin multiplicity is 1.

=====

ORCA calculation (wB97M-V/def2-TZVPD) on the molecule C13H26N2S2 at a distorted geometry.

XYZ file:
```
43
Properties=species:S:1:pos:R:3:mulliken_charge:R:1
N -0.2175 2.5868 1.0116 -0.371
S 0.9173 4.7167 0.0498 -0.170
S -0.2176 2.2536 -1.6111 -0.195
C 0.1189 3.1538 -0.0968 0.375
N 0.3818 -1.5240 0.0713 0.320
C 2.0911 -0.5725 4.1885 -1.247
C -0.9341 -5.4134 -1.5554 -1.190
C 0.2445 3.2739 2.2352 -0.271
C 1.1283 4.4433 1.8299 -0.518
C -0.6861 0.5265 -1.0981 -0.435
C 0.6138 -0.2310 -0.6834 -1.039
C -0.2827 -1.5544 1.3968 -1.144
C 0.1449 -2.6796 -0.7913 -1.022
C 1.7842 -1.1209 2.8335 -0.125
C -1.4361 -4.1460 -2.1555 -0.529
C 0.3731 -0.6602 2.4316 0.257
C -1.2963 -2.9488 -1.1965 0.076
H 1.2758 -0.8510 4.8984 0.321
H 3.0350 -0.9642 4.6056 0.371
H 2.1827 0.5111 4.1735 0.257
H -1.5139 -5.6350 -0.6654 0.282
H 0.1328 -5.3448 -1.3269 0.298
H -1.1212 -6.2227 -2.2310 0.395
H 0.6958 2.5359 2.9141 0.010
H -0.6382 3.6631 2.7879 0.281
H 0.8340 5.3325 2.3737 0.372
H 2.1881 4.2574 1.9939 0.314
H -1.4097 0.5562 -0.2975 0.284
H -1.1700 0.0473 -1.9686 0.355
H 1.1807 -0.4144 -1.5977 0.343
H 1.1659 0.4325 -0.0208 0.535
H -1.2891 -1.2214 1.2781 0.376
H -0.2812 -2.6107 1.7062 0.452
H 0.6062 -3.5461 -0.2851 0.331
H 0.7173 -2.5210 -1.7047 0.250
H 1.7832 -2.1964 2.9372 0.297
H 2.5013 -0.8880 2.0399 0.261
H -0.9493 -3.9295 -3.1147 0.357
H -2.5200 -4.2457 -2.3447 0.317
H -0.3163 -0.5957 3.2985 0.484
H 0.3989 0.3847 2.0361 -0.654
H -1.8800 -3.0869 -0.2740 0.285
H -1.7283 -2.0722 -1.6865 0.056
```

The HOMO-LUMO gap is 8.55 eV. The value obtained for the total energy is -38552.629 eV. The calculation puts the molecular weight at 274.5 g mol⁻¹. Its SMILES is CCCCN(CCCC)CCSC1=NCCS1. The spin multiplicity is 1.